# 1
A 2-piece molecular cluster, C3H9NO2S2 overall at a distorted geometry, computed with wB97M-V/def2-TZVPD.

Each line ends with the Mulliken charge.
Geometry (Å):
C -3.6643 0.0393 -0.1845  -1.028
C 3.9764 -0.3918 -0.2535  -0.559
C -2.2362 0.2094 -0.2788  0.260
N -1.3635 -0.6016 0.1520  -0.420
O 1.1081 -0.6316 1.5015  -0.521
O 2.6571 -0.5789 -0.5188  -0.408
S 0.6565 1.6539 -0.1533  -0.376
S 1.0542 -0.4338 0.0816  0.782
H -3.9437 -0.7097 0.5903  0.301
H -3.9189 -0.5308 -1.1563  0.264
H -4.1095 1.0763 -0.2931  0.282
H 4.0959 0.4979 0.4753  0.214
H 4.4248 -0.1144 -1.2244  0.224
H 4.4827 -1.1520 0.1967  0.297
H -1.8042 1.0586 -0.8338  0.329
H -1.7279 -1.3620 0.7066  0.147
H 0.3125 1.9712 1.1924  0.212

Computed properties:
**ΔE to the lowest compared entry with this formula, charge and spin**: 3.941 eV
**Electronic energy**: -1121.20062 a.u.
**HOMO energy**: -0.3324 hartree
**E_LUMO**: 0.6 eV
**Kohn-Sham gap**: 9.66 eV

***

# 2
C50H28F5N4OPt as an isolated structure at a distorted geometry, computed with wB97M-V/def2-TZVPD.

Each line ends with the Mulliken charge.
Geometry (Å):
Pt -0.1032 -0.2617 -0.0945  1.009
C 2.7980 -6.5903 -3.3157  -0.296
C 2.5165 -6.4730 -1.9645  -0.868
C 2.0387 -5.2800 -1.4549  0.202
C 1.8516 -4.1767 -2.2834  -1.090
C 2.1390 -4.3042 -3.6379  0.113
C 2.6031 -5.5031 -4.1498  -0.864
C 1.2741 -2.9350 -1.7191  1.014
C 2.0675 -1.8157 -1.5306  0.662
C 3.4472 -1.7392 -1.9168  -1.436
C 3.8859 -0.5010 -1.5909  -1.621
C 2.7869 0.1906 -0.9764  0.522
C 2.8884 1.4548 -0.4113  0.977
C 4.2298 2.0853 -0.3127  -1.510
C 4.8591 2.0098 0.9287  0.155
C 6.1366 2.4995 1.1108  -0.910
C 6.8078 3.1043 0.0606  -0.347
C 6.1750 3.2312 -1.1649  -0.815
C 4.9022 2.7119 -1.3569  0.078
C 1.8478 2.0619 0.3252  1.361
N 0.6543 1.4785 0.6435  -0.108
C 0.0295 2.3159 1.5224  0.741
C -1.2255 2.0845 2.1181  0.644
C -1.5864 2.9318 3.2768  -1.127
C -0.9897 2.6456 4.5016  0.243
C -1.2906 3.3982 5.6208  -0.870
C -2.1880 4.4484 5.5265  -0.296
C -2.7990 4.7287 4.3153  -0.892
C -2.5043 3.9704 3.1952  0.262
C -2.1057 1.0806 1.7411  0.497
C -3.4482 0.9641 2.2334  -1.319
C -3.9894 -0.1350 1.6582  -1.493
C -2.9742 -0.7182 0.8275  0.810
N -1.8462 0.0476 0.8895  -0.152
C -3.0956 -1.9436 0.1845  1.250
C -2.0656 -2.5437 -0.5664  0.490
C -2.1880 -3.7769 -1.2596  -1.503
C -0.9535 -4.0611 -1.7780  -1.104
C -0.0970 -2.9961 -1.4005  0.747
N -0.7926 -2.0676 -0.6889  -0.181
C -4.2800 -2.7797 0.4762  -0.923
C -4.0800 -3.9027 1.2779  0.091
C -5.1368 -4.7147 1.6408  -0.942
C -6.4161 -4.4250 1.1950  -0.292
C -6.6261 -3.3185 0.3904  -0.767
C -5.5689 -2.4943 0.0385  -0.031
C 0.8285 3.4683 1.7394  -1.242
C 1.9540 3.3182 0.9730  -1.584
N 1.6893 -0.6309 -0.9573  -0.133
H 3.1596 -7.5281 -3.7146  0.381
H 2.6623 -7.3191 -1.3069  0.370
H 1.7981 -5.1977 -0.4049  0.475
H 1.9710 -3.4632 -4.2924  0.496
H 2.8023 -5.5940 -5.2083  0.382
H 3.9914 -2.5521 -2.3612  0.490
H 4.8621 -0.0737 -1.7260  0.489
H 4.3424 1.5440 1.7549  0.437
H 6.6081 2.4020 2.0781  0.359
H 7.8157 3.4741 0.1999  0.378
H 6.6796 3.7347 -1.9800  0.392
H 4.4302 2.8029 -2.3235  0.509
H -0.2950 1.8208 4.5652  0.487
H -0.8226 3.1627 6.5673  0.371
H -2.4151 5.0432 6.4008  0.370
H -3.5059 5.5444 4.2437  0.394
H -2.9798 4.1819 2.2492  0.541
H -3.9030 1.6526 2.9180  0.499
H -4.9783 -0.5366 1.7739  0.471
H -3.0964 -4.3372 -1.3802  0.549
H -0.6598 -4.8962 -2.3857  0.500
H -3.0796 -4.1232 1.6199  0.478
H -4.9628 -5.5700 2.2785  0.371
H -7.2428 -5.0652 1.4708  0.377
H -7.6244 -3.0948 0.0381  0.376
H -5.7424 -1.6348 -0.5924  0.495
H 0.5602 4.3009 2.3638  0.597
H 2.7691 4.0077 0.8605  0.675
F 0.3566 6.0067 -2.8299  -0.375
C -0.0228 4.7385 -2.5583  0.798
C -1.1387 4.4926 -1.7638  0.120
F -1.8254 5.5375 -1.2558  -0.381
C -1.5476 3.2006 -1.5137  0.296
F -2.6396 3.0036 -0.7452  -0.504
C -0.8745 2.0494 -2.0379  0.515
O -1.2703 0.8691 -1.8458  -0.874
C 0.2819 2.3673 -2.8184  0.385
F 1.0202 1.3461 -3.3011  -0.485
C 0.6843 3.6588 -3.0782  0.067
F 1.7714 3.9019 -3.8384  -0.421

Computed properties:
**Electronic energy**: -2835.19407 a.u.
**HOMO energy**: -0.1299 hartree
**Net charge**: -1
**E_LUMO**: 1.3 eV
**Kohn-Sham gap**: 4.85 eV

***

# 3
C14H23BBeN6 as an isolated structure at a distorted geometry, computed with wB97M-V/def2-TZVPD.

Each line ends with the Mulliken charge.
Geometry (Å):
H 0.5161 3.1272 0.6508  0.357
N 0.4504 1.7242 -0.8943  0.392
B 0.1535 0.4609 -3.0269  -0.049
N 0.5039 1.7846 -2.2797  -0.060
C 0.7117 3.0664 -2.6537  -0.103
Be 0.2694 0.2352 -0.1996  -0.780
H 0.7819 3.3362 -3.6970  0.465
C 0.7564 3.8488 -1.4910  -1.080
H 0.8830 4.9034 -1.4249  0.409
C 0.5703 2.9679 -0.4134  0.086
H 0.1315 0.5718 -4.2143  -0.096
C -2.3185 -3.0460 2.5472  -0.949
H -1.7893 -3.6026 3.3304  0.299
H -1.5983 -2.7531 1.7696  0.109
H -3.1051 -3.6781 2.1095  0.328
N -1.2165 0.0347 -2.3927  -0.008
N 1.1130 -0.6564 -2.5310  -0.034
N -1.2935 -0.0666 -1.0062  0.431
N 1.1416 -0.8702 -1.1588  0.173
C -2.4004 -0.2803 -2.9490  -0.113
C 1.8086 -1.6328 -3.1489  -0.131
H -2.4924 -0.2489 -4.0281  0.447
H 1.8623 -1.6349 -4.2293  0.454
C -3.2949 -0.5429 -1.9065  -1.124
C 2.3214 -2.4840 -2.1666  -1.102
C -2.5625 -0.4041 -0.7166  -0.175
C 1.8608 -1.9848 -0.9389  0.100
H -4.3289 -0.7997 -1.9837  0.400
H 2.9249 -3.3600 -2.2994  0.403
H -2.8590 -0.5506 0.3080  0.528
H 1.9845 -2.3626 0.0636  0.472
H -2.7518 -2.1543 2.9885  0.236
C -0.5059 0.6597 3.2939  -1.377
C 0.8330 0.9308 2.6322  1.441
C 1.9559 0.6669 3.6403  -1.640
C 1.0234 0.0820 1.3871  -0.615
H -0.5390 -0.3841 3.6291  0.220
H -1.3284 0.8223 2.5915  0.258
H -0.6449 1.3133 4.1642  0.451
H 0.8762 1.9864 2.3289  -0.253
H 1.9721 -0.3976 3.8961  0.306
H 2.9319 0.9088 3.2118  0.373
H 1.8225 1.2458 4.5601  0.449
H 2.0717 0.1930 1.0507  0.196
H 0.7975 -0.9756 1.5972  -0.093

Computed properties:
**ΔE to the lowest compared entry with this formula, charge and spin**: 0.098 eV
**Electronic energy**: -915.55413 a.u.
**HOMO energy**: -0.2941 hartree
**E_LUMO**: 0.7 eV
**Kohn-Sham gap**: 8.68 eV

***

# 4
One molecule with the formula C23H27N5O6 at a distorted geometry, computed with wB97M-V/def2-TZVPD.

Each line ends with the Mulliken charge.
Geometry (Å):
C 7.4716 0.6697 2.5136  -1.193
C 6.6525 -0.6089 2.3759  -0.632
C 6.1666 -0.8702 0.9493  -0.294
C 5.0641 0.0935 0.5131  -0.390
C 4.6690 -0.0600 -0.9561  -0.933
C 4.0665 -1.4241 -1.2982  -1.106
N 2.8662 -1.6793 -0.5234  0.696
N 1.8374 -0.9095 -0.8303  -0.949
C 0.7211 -0.9989 -0.1859  0.294
C -0.3465 -0.0493 -0.6278  0.461
O -0.7087 0.0962 -1.7647  -0.602
O -0.8231 0.6484 0.4101  -0.326
C -1.8856 1.5358 0.1006  -0.826
C -3.1255 0.7409 -0.2764  1.349
O -3.1150 -0.4767 -0.0997  -0.849
C -4.2423 1.4527 -0.8541  -0.401
C -5.3154 0.7262 -1.4005  0.314
N -5.3615 -0.5984 -1.3005  -0.289
N -6.3307 1.3738 -2.0343  -0.064
C -7.4296 0.6314 -2.6227  -1.349
C -6.3836 2.7668 -2.1483  0.682
O -7.2987 3.3112 -2.7206  -0.650
N -5.3591 3.4539 -1.5715  -0.029
C -5.4369 4.9023 -1.6770  -1.134
C -4.2577 2.8952 -0.9070  0.755
O -3.4235 3.6325 -0.4192  -0.710
C 0.5168 -1.9482 0.8770  0.826
C -0.6930 -2.1262 1.5591  -0.512
C -0.7839 -3.0676 2.5592  -0.727
C 0.3147 -3.8548 2.9025  -0.524
C 1.5050 -3.7082 2.2278  -0.647
C 1.6165 -2.7618 1.2075  -0.117
C 2.8801 -2.6344 0.4798  0.739
O 3.8757 -3.3017 0.6993  -0.729
H 7.8433 0.7720 3.5308  0.374
H 6.8739 1.5483 2.2843  0.316
H 8.3245 0.6485 1.8383  0.287
H 7.2691 -1.4535 2.6912  0.354
H 5.7904 -0.5644 3.0454  0.307
H 7.0121 -0.7900 0.2616  0.289
H 5.7869 -1.8917 0.9033  0.212
H 5.3992 1.1217 0.6604  0.434
H 4.1857 -0.0573 1.1461  0.181
H 5.5470 0.0888 -1.5872  0.451
H 3.9329 0.7063 -1.2090  0.386
H 4.7644 -2.2324 -1.0792  0.492
H 3.7948 -1.4455 -2.3562  0.355
H -2.0664 2.1355 0.9934  0.459
H -1.6027 2.1973 -0.7231  0.420
H -6.0435 -1.1493 -1.7886  0.207
H -4.5357 -1.0158 -0.8522  0.239
H -7.0723 -0.0252 -3.4177  0.406
H -8.1116 1.3650 -3.0511  0.363
H -7.9572 0.0552 -1.8613  0.403
H -6.3567 5.2559 -1.2128  0.327
H -5.4382 5.1952 -2.7263  0.328
H -4.5695 5.3142 -1.1674  0.350
H -1.5505 -1.5323 1.2867  0.549
H -1.7189 -3.2012 3.0834  0.472
H 0.2259 -4.5858 3.6923  0.400
H 2.3694 -4.3121 2.4584  0.501

Computed properties:
**ΔE to the lowest compared entry with this formula, charge and spin**: 0.009 eV
**SMILES string**: CCCCCCn1nc(C(=O)OCC(=O)c2c(N)n(C)c(=O)n(C)c2=O)c2ccccc2c1=O
**Electronic energy**: -1617.97019 a.u.
**HOMO energy**: -0.3161 hartree
**E_LUMO**: 0.3 eV
**Kohn-Sham gap**: 8.93 eV

***

Look up the E_LUMO of the second one.
1.3 eV